28
Properties=species:S:1:pos:R:3:lowdin_charge:R:1 method="wB97M-V/def2-TZVPD" homo_lumo_gap_ev=8.860 relative_energy_kcal_mol=9.2 smiles="CCC(C)=C=O.CCC(N)=O.I" e_lumo_ev=0.50 charge=0 homo_ha=-0.30727
C 0.5070 -2.4110 -0.5806 -0.16
C 1.1524 3.7772 0.3528 -0.06
C -2.4520 -0.8528 -0.3321 -0.09
C -0.7325 -3.3721 1.2123 -0.06
C 1.8455 2.5173 -0.1819 -0.20
C -1.9653 -2.2345 -0.7541 -0.20
C 0.9193 1.3681 -0.6170 -0.50
C -0.7001 -2.6019 -0.0629 -0.36
N 0.3748 0.7367 0.5522 0.13
O 1.6199 -2.2763 -0.8468 0.13
O 0.6363 0.9943 -1.7374 0.06
I 4.5299 -0.4165 -0.0263 0.49
H 1.6165 4.5530 -0.2174 0.07
H 1.2705 3.7322 1.3975 0.06
H 0.0900 3.6852 0.1751 0.08
H -1.8762 -0.0606 -0.7448 0.05
H -3.4850 -0.6251 -0.6740 0.09
H -2.4267 -0.6944 0.6604 0.03
H -1.0191 -4.4096 1.0238 0.08
H -1.4832 -2.7543 1.9244 0.14
H 0.2365 -3.4841 1.5990 0.05
H 2.3360 2.7362 -1.0896 0.09
H 2.5615 2.2029 0.4889 0.04
H -2.5886 -3.1293 -0.5172 0.13
H -1.7422 -2.2543 -1.8218 0.12
H -0.1977 -0.0985 0.4112 0.04
H 3.9400 -0.1943 -1.4458 -0.36
H 1.1420 0.3914 1.1466 0.09

29
Properties=species:S:1:pos:R:3:mulliken_spin:R:1 method="wB97M-V/def2-TZVPD" multiplicity=2 homo_lumo_gap_ev="5.784 / 8.258" e_lumo_ev="-21.62 / -19.96" charge=+4 homo_ha="-1.00695 / -1.03718"
Mn 0.0002 -0.0001 -0.5365 1.62
C -1.3792 -2.4231 -0.2382 0.00
C -2.3372 -1.3298 0.2544 0.00
O -1.7589 0.0001 -0.1944 -0.13
C -2.3375 1.3302 0.2532 0.00
C -1.3791 2.4233 -0.2394 0.00
O 0.0000 1.7663 -0.2710 -0.11
C 1.3786 2.4231 -0.2388 0.00
C 2.3373 1.3304 0.2542 0.00
O 1.7595 -0.0002 -0.1932 -0.13
C 2.3375 -1.3306 0.2541 0.00
C 1.3785 -2.4234 -0.2382 0.00
O 0.0001 -1.7664 -0.2707 -0.11
H -1.5473 -2.7733 -1.2617 -0.01
H -1.3370 -3.2541 0.4714 0.00
H -2.4164 -1.2647 1.3433 -0.01
H -3.3313 -1.4235 -0.1998 -0.01
H -2.4175 1.2659 1.3421 -0.01
H -3.3312 1.4236 -0.2019 -0.01
H -1.3371 3.2545 0.4700 0.00
H -1.5467 2.7731 -1.2630 -0.01
H 1.3366 3.2543 0.4706 0.00
H 1.5470 2.7732 -1.2622 -0.01
H 2.4172 1.2658 1.3432 -0.01
H 3.3315 1.4238 -0.2000 -0.01
H 2.4182 -1.2660 1.3430 -0.01
H 3.3313 -1.4241 -0.2008 -0.01
H 1.3364 -3.2543 0.4716 0.00
H 1.5467 -2.7740 -1.2615 -0.01

26
Properties=species:S:1:pos:R:3:lowdin_charge:R:1 method="wB97M-V/def2-TZVPD" homo_lumo_gap_ev=9.318 relative_energy_kcal_mol=9.6 smiles=CCc1c[nH]cn1.CCC e_lumo_ev=0.86 charge=0 homo_ha=-0.31089
C 1.1704 0.9097 -3.0854 -0.20
C 2.3948 -0.0082 -3.0969 -0.10
C 0.0050 0.4207 -2.2907 -0.32
C -0.0067 -0.2664 -1.1028 -0.07
C -2.0567 0.0629 -1.8138 -0.20
N -1.2814 0.6274 -2.7093 0.09
N -1.3242 -0.4767 -0.8146 0.05
H 1.4816 1.8666 -2.6596 0.11
H 0.8555 1.1155 -4.1026 0.10
H 3.3174 0.5755 -3.0841 0.07
H 0.7988 -0.5616 -0.4544 0.11
H -3.1320 0.0817 -1.8772 0.11
H -1.6987 -0.8563 0.0410 0.12
H 2.4019 -0.7000 -3.9378 0.07
H 2.4808 -0.6303 -2.2000 0.06
C -0.1434 -0.4669 2.5474 -0.32
C 0.1103 -0.6693 4.0407 -0.13
C -1.3412 0.4781 2.2801 -0.12
H 0.7506 -0.1141 2.0363 0.09
H -0.3633 -1.4575 2.1355 0.09
H -0.6670 -1.3083 4.4592 0.07
H 0.0461 0.2874 4.5674 0.07
H -1.0653 1.2656 1.5863 0.07
H -2.2404 -0.0903 2.0540 0.06
H 1.0916 -1.0744 4.2660 0.07
H -1.5844 0.9893 3.2154 0.06

26
Properties=species:S:1:pos:R:3:lowdin_charge:R:1 method="wB97M-V/def2-TZVPD" homo_lumo_gap_ev=9.030 relative_energy_kcal_mol=47.0 smiles=CN1C[C@@H]2C[C@H](N)C[C@H]1C2 e_lumo_ev=0.93 charge=0 homo_ha=-0.29761
C 1.9096 0.9741 -1.7071 -0.08
C 0.6557 -1.1263 -0.9076 -0.16
C 0.0792 -1.4988 0.4625 -0.31
C 0.9883 -0.5888 1.3057 -0.10
C 0.7766 0.7244 0.5286 -0.32
C -0.6717 1.2620 0.9329 -0.10
C -1.8399 0.2330 0.5385 -0.35
C -1.3759 -1.2453 0.7078 -0.15
H 1.5352 0.9403 -2.8297 0.10
H 2.9052 0.2030 -1.6774 0.12
H 2.0794 2.0158 -1.1885 0.10
H 1.5008 -1.7211 -1.1794 0.11
H -0.1163 -1.4247 -1.5720 0.10
H 0.2641 -2.6172 0.6901 0.16
H 0.7118 -0.5165 2.3541 0.12
H 2.0123 -0.8004 1.1853 0.10
H 1.3891 1.5962 0.7230 0.12
H -0.7831 2.2798 0.5063 0.10
H -0.4999 1.5763 2.0321 0.12
H -2.6800 0.3807 1.2691 0.14
H -1.2193 0.7590 -1.2718 0.08
H -2.7674 1.2509 -0.8686 0.04
H -1.5385 -1.6344 1.7564 0.13
H -1.9873 -1.8428 -0.0353 0.13
N 0.8322 0.3410 -0.8810 -0.22
N -2.1602 0.4798 -0.8742 0.03

27
Properties=species:S:1:pos:R:3:lowdin_charge:R:1 method="wB97M-V/def2-TZVPD" homo_lumo_gap_ev=9.785 relative_energy_kcal_mol=78.6 smiles=CO[C@@H](C)[C@](C)(C#N)N(C)C e_lumo_ev=0.75 charge=0 homo_ha=-0.33203
C -0.8402 -1.8017 -0.7208 -0.18
C 1.7825 -0.7986 0.6391 -0.03
C -1.9108 0.2430 0.0942 -0.02
C 0.6370 1.3979 -1.4954 -0.11
C -0.5323 -0.1870 -2.8918 -0.04
C 0.2243 -1.3077 3.1614 -0.15
C 0.3437 -0.3933 0.9713 -0.31
C -0.6233 -0.3621 -0.3585 -0.43
N -0.7973 -2.9501 -0.8291 0.19
N 0.1061 0.0669 -1.5522 -0.19
O -0.2715 -1.2926 1.8916 -0.17
H 2.0574 -0.4287 -0.3555 0.08
H 1.9467 -1.8424 0.5993 0.08
H 2.4064 -0.2586 1.2774 0.06
H -1.5605 1.1640 0.6842 0.11
H -2.6318 0.5826 -0.7826 0.14
H -2.4199 -0.2874 0.7901 0.04
H 1.4738 1.4656 -2.1241 0.07
H 0.0110 2.1749 -1.8582 0.07
H 0.9042 1.8477 -0.5329 0.10
H -1.1681 0.6161 -3.2216 0.08
H 0.1526 -0.4947 -3.6719 0.09
H -1.1246 -1.0439 -2.7823 0.05
H -0.5874 -1.8194 3.7839 0.12
H 0.3852 -0.2435 3.4287 0.08
H 1.3465 -1.6686 3.3877 0.13
H 0.4437 0.6683 1.2981 0.14

29
Properties=species:S:1:pos:R:3:lowdin_charge:R:1 method="wB97M-V/def2-TZVPD" homo_lumo_gap_ev=10.497 relative_energy_kcal_mol=60.0 smiles="CC(C)[C@H]1NS(=O)(=O)N=CC1(C)C" e_lumo_ev=0.34 charge=0 homo_ha=-0.37327
O -0.2323 -4.6108 -1.7739 -0.32
O 1.9197 -3.6859 -1.1703 -0.32
N 0.5902 -2.3625 -2.9678 0.00
C 0.4075 -1.0896 -2.8357 -0.11
N -0.1135 -2.4102 -0.4048 -0.10
C -1.3311 -0.9033 1.6630 -0.06
C 1.1126 -0.5445 2.0096 -0.07
C -1.4926 -0.0069 -1.6926 -0.03
C 0.7438 1.1266 -1.6345 -0.03
C 0.4386 -1.0521 -0.3030 -0.29
C -0.0260 -0.3683 1.0098 -0.36
C 0.0478 -0.2633 -1.6072 -0.45
S 0.5493 -3.3657 -1.5606 0.64
H 0.4580 -0.5658 -3.7660 0.12
H 0.0126 -2.9168 0.4655 0.11
H -2.1924 -0.7525 1.0237 0.06
H -1.2815 -1.9940 1.8885 0.09
H -1.5921 -0.3446 2.5564 0.08
H 2.0144 0.0242 1.7294 0.09
H 1.4088 -1.6153 2.0065 0.10
H 0.7803 -0.1943 2.9992 0.08
H -1.8444 0.3421 -2.6650 0.09
H -1.8316 0.7722 -0.9930 0.09
H -2.0064 -0.9404 -1.4720 0.08
H 0.5297 1.6433 -2.5952 0.10
H 1.8287 0.9884 -1.5619 0.09
H 0.3530 1.7726 -0.8521 0.08
H 1.5278 -1.1235 -0.2809 0.14
H -0.1800 0.6943 0.8580 0.12

29
Properties=species:S:1:pos:R:3:lowdin_charge:R:1 method="wB97M-V/def2-TZVPD" homo_lumo_gap_ev=9.743 relative_energy_kcal_mol=119.8 e_lumo_ev=-0.20 charge=0 homo_ha=-0.36542
C 1.0485 -0.5716 0.9967 -0.24
C 1.5677 0.6714 -1.1351 0.00
C -1.4433 -1.5676 0.0181 -0.04
C -1.0033 -0.5285 -2.1850 -0.06
C 0.3929 -2.3251 -1.4382 -0.04
C -0.0819 1.8304 3.2895 -0.15
C 0.6310 -0.1401 -0.2600 -0.24
C -0.3510 -1.0863 -0.9552 -0.57
N 1.2059 -1.0508 2.0230 0.23
N -0.5754 1.2825 0.5013 -0.07
O -0.4744 3.6368 1.3789 -0.31
O 1.5628 2.3946 1.2969 -0.33
S 0.1576 2.3822 1.5620 0.52
H 2.0464 -0.0087 -1.8002 0.09
H 1.0337 0.9956 -2.0181 0.09
H 2.2112 1.2702 -0.5360 0.07
H -2.2312 -2.1225 -0.4358 0.08
H -1.8856 -0.6623 0.3540 0.06
H -1.0618 -2.2671 0.7752 0.10
H -0.2550 -0.2299 -2.8092 0.04
H -1.5905 -1.3104 -2.7019 0.11
H -1.6983 0.3147 -2.1618 0.10
H -0.2354 -3.1387 -1.5123 0.06
H 1.2938 -2.5623 -0.6811 0.14
H 0.8879 -2.1858 -2.4211 0.09
H 0.7163 1.0798 3.5593 0.06
H 0.1222 2.6857 3.9530 0.06
H -1.0919 1.4939 3.7071 0.09
H -0.8990 1.7199 -0.3638 0.06

29
Properties=species:S:1:pos:R:3:lowdin_charge:R:1 method="wB97M-V/def2-TZVPD" homo_lumo_gap_ev=10.159 relative_energy_kcal_mol=82.9 smiles="CC(C)[C@H](NC(=O)[C@H](C)N)C(=O)O" e_lumo_ev=0.51 charge=0 homo_ha=-0.35443
C -0.0216 -0.7862 2.1716 -0.49
C 0.4556 0.3047 1.2883 -0.45
C -0.0060 -0.5334 3.6363 -0.05
C -0.2159 1.2560 -0.9731 -0.13
C -1.4371 1.9353 -1.7336 -0.45
C 0.4383 0.1827 -2.0079 -0.30
C 1.8970 -0.0007 -1.4858 -0.04
C -0.4838 -1.0365 -2.0877 -0.04
H 0.3198 -2.4263 1.1065 0.06
H 1.6229 -1.7930 1.8023 0.11
H -1.0642 -0.9763 1.8688 0.13
H -0.5427 -1.2089 4.2320 0.06
H -0.0996 0.5274 4.0550 0.11
H 1.1133 -0.7109 3.6616 0.10
H -1.4513 0.6767 0.8804 0.18
H 0.3850 2.1514 -0.9721 0.14
H 0.5368 0.7955 -2.9374 0.14
H 1.8957 -0.8925 -0.9671 0.04
H 2.5485 0.1816 -2.3178 0.08
H 1.9025 0.7835 -0.7078 0.06
H -0.4762 -1.7247 -1.2287 0.08
H -1.4424 -0.6092 -2.1249 0.05
H -0.3114 -1.6874 -2.8904 0.06
H -3.1952 1.9683 -2.1041 0.10
N 0.6207 -2.0524 1.9893 0.06
N -0.4670 1.0038 0.5224 0.13
O 1.6469 0.6036 1.4490 0.06
O -1.4189 2.3150 -2.8451 0.12
O -2.7497 1.7529 -1.2803 0.06